--- one ---
The following is a DFT calculation (the ωB97M-V functional and the def2-TZVPD basis) of a 2-piece molecular cluster, C2H5NOS overall.

## Properties
**E_HOMO**: -8.35 eV
**Orbital gap**: 7.49 eV
**Total charge**: 0

```
10
Properties=species:S:1:pos:R:3:nbo_charge:R:1
C -0.8668 0.1783 -0.1413 0.030
C 0.3101 -0.6717 0.2362 -0.122
H 0.3971 1.8081 -0.0150 0.452
H -1.6175 1.7980 -0.2003 0.434
H 0.4327 -0.3021 1.4986 0.178
H 0.2615 -1.9244 0.0617 0.230
H 2.3974 -1.3744 -0.9059 0.468
N -0.6804 1.4736 -0.1017 -0.797
O 1.6079 -0.3400 -0.2722 -0.743
S -2.2421 -0.6454 -0.1599 -0.129
```


--- two ---
The following is a DFT calculation (the ωB97M-V functional and the def2-TZVPD basis) of one molecule with the formula C2H5NOS.

## Properties
**SMILES**: CSNC=O
**E_HOMO**: -9.32 eV
**Orbital gap**: 10.11 eV
**Total charge**: 0

```
10
Properties=species:S:1:pos:R:3:nbo_charge:R:1
C -1.6489 0.5176 0.0699 -0.754
S -0.7267 -1.0585 -0.2832 0.357
N 0.7397 -0.7117 0.5122 -0.784
C 1.7362 -0.1919 -0.3759 0.516
O 2.9003 -0.0677 -0.0357 -0.551
H -1.4101 1.1905 -0.7067 0.209
H -2.7865 0.4583 0.1506 0.237
H -1.3551 1.0181 0.9732 0.234
H 1.1582 -1.5458 0.9520 0.409
H 1.3930 0.3912 -1.2562 0.127
```


It is one that is the least stable of them.


--- one ---
The following is a DFT calculation (the ωB97M-V functional and the def2-TZVPD basis) of a 11-piece molecular cluster, C33H88O33S11 overall.

## Properties
**SMILES**: CCOS(C)(=O)=O.CCOS(C)(=O)=O.CCOS(C)(=O)=O.CCOS(C)(=O)=O.CCOS(C)(=O)=O.CCOS(C)(=O)=O.CCOS(C)(=O)=O.CCOS(C)(=O)=O.CCOS(C)(=O)=O.CCOS(C)(=O)=O.CCOS(C)(=O)=O
**E_HOMO**: -10.72 eV
**Orbital gap**: 10.83 eV
**Total charge**: 0

```
165
Properties=species:S:1:pos:R:3:lowdin_charge:R:1
C 2.0983 1.2773 -9.9700 -0.041
C 2.7553 -0.1791 -10.1988 -0.258
O 3.4150 -0.3291 -11.4549 -0.290
S 4.6169 -1.5088 -11.6994 0.696
C 4.4233 -1.8718 -13.5955 -0.067
O 5.8712 -0.7699 -11.6148 -0.318
O 4.3853 -2.6993 -10.9223 -0.304
H 2.8157 2.0538 -10.2356 0.067
H 1.8211 1.3783 -8.9206 0.070
H 1.2567 1.3879 -10.6538 0.065
H 3.3472 -0.5584 -9.3658 0.110
H 1.9112 -0.8672 -10.2446 0.103
H 3.3497 -1.9471 -13.7685 0.052
H 4.8317 -2.8288 -13.9201 0.061
H 4.9097 -0.9747 -13.9787 0.054
C 1.0360 3.2777 0.6226 -0.053
C 0.8729 1.7486 0.7318 -0.380
O 0.6601 1.2484 -0.4712 -0.260
S 1.0604 -0.3027 -0.8639 0.729
C -0.0680 -1.1624 0.4302 -0.082
O 0.6399 -0.4885 -2.2347 -0.282
O 2.5149 -0.4428 -0.5023 -0.324
H 0.1098 3.8518 0.5964 0.076
H 1.7388 3.4952 -0.1818 0.081
H 1.6034 3.8004 1.3926 0.071
H 1.7717 1.3505 1.2029 0.120
H 0.0292 1.5536 1.3938 0.116
H 0.4620 -1.1649 1.3827 0.061
H -0.1335 -2.1924 0.0799 0.055
H -1.0973 -0.8167 0.5253 0.071
C 5.6946 -6.0518 7.9020 -0.097
C 6.2575 -7.0762 6.9701 -0.306
O 5.5781 -7.1199 5.7223 -0.262
S 6.2981 -6.7634 4.2505 0.679
C 6.7056 -5.0728 4.6548 -0.133
O 7.4888 -7.6214 4.1292 -0.292
O 5.2449 -6.7097 3.2695 -0.274
H 5.8990 -5.0167 7.6282 0.070
H 6.0304 -6.2700 8.9158 0.085
H 4.6075 -6.0946 7.9687 0.084
H 7.2860 -6.7343 6.8543 0.109
H 6.2677 -7.9198 7.6602 0.123
H 7.3388 -4.6748 3.8618 0.074
H 7.2680 -4.9348 5.5782 0.060
H 5.8387 -4.4237 4.7787 0.081
C 5.3954 14.3954 -3.8877 -0.062
C 4.3858 13.9080 -2.8010 -0.270
O 3.3302 13.3544 -3.5154 -0.274
S 3.2950 11.7494 -3.6717 0.646
C 2.9840 11.8736 -5.5179 -0.086
O 4.5531 11.0574 -3.4705 -0.282
O 2.0569 11.2335 -3.1173 -0.300
H 6.3130 14.8530 -3.5180 0.072
H 4.9057 15.1125 -4.5465 0.073
H 5.8155 13.7209 -4.6338 0.071
H 4.9059 13.1663 -2.1948 0.106
H 4.0415 14.6397 -2.0701 0.125
H 2.5549 10.9339 -5.8658 0.065
H 3.9988 12.1497 -5.8042 0.053
H 2.2362 12.6539 -5.6597 0.062
C -1.9006 -10.1700 5.1923 -0.052
C -2.0603 -9.9611 6.7346 -0.266
O -3.3784 -10.1143 7.3057 -0.275
S -3.4655 -11.2520 8.4995 0.670
C -3.1738 -12.7678 7.4477 -0.094
O -2.2849 -11.1900 9.3112 -0.301
O -4.8214 -11.3148 9.0824 -0.300
H -2.2733 -9.3619 4.5629 0.072
H -2.3126 -11.0923 4.7826 0.068
H -0.8169 -10.2821 5.2240 0.079
H -1.3777 -10.7156 7.1256 0.090
H -1.7359 -8.9730 7.0608 0.125
H -3.6022 -12.5625 6.4667 0.060
H -3.6121 -13.6003 7.9981 0.065
H -2.0947 -12.9034 7.3746 0.060
C -1.0177 -2.2488 9.1696 -0.091
C -2.1772 -2.2305 10.0393 -0.351
O -1.8686 -1.7126 11.2767 -0.242
S -1.3074 -2.7086 12.5130 0.628
C -2.6616 -3.8714 12.6314 -0.124
O -0.1574 -3.4474 12.1559 -0.269
O -1.2530 -1.9763 13.7490 -0.269
H -1.2268 -2.7955 8.2502 0.086
H 0.0205 -2.4299 9.4481 0.089
H -0.9638 -1.2370 8.7678 0.081
H -2.9719 -1.6930 9.5219 0.137
H -2.5869 -3.2261 10.2096 0.103
H -2.5370 -4.2400 13.6496 0.072
H -2.5801 -4.7227 11.9556 0.072
H -3.5468 -3.2498 12.4973 0.077
C 7.9411 2.0214 -3.9741 -0.069
C 8.7913 0.8845 -4.4954 -0.300
O 9.4338 1.4405 -5.6246 -0.292
S 11.1088 1.6252 -5.7069 0.705
C 11.5027 -0.2135 -5.6802 -0.096
O 11.4096 2.2462 -6.9784 -0.285
O 11.7114 2.1671 -4.4607 -0.322
H 8.4360 2.9906 -3.9129 0.088
H 7.6675 1.7469 -2.9553 0.077
H 7.0126 2.0199 -4.5451 0.080
H 9.5632 0.6361 -3.7670 0.102
H 8.2019 -0.0149 -4.6736 0.127
H 10.8694 -0.7663 -6.3741 0.069
H 11.3771 -0.5093 -4.6387 0.056
H 12.5398 -0.2688 -6.0112 0.061
C -6.3900 17.2591 1.2334 -0.072
C -5.9666 15.8694 1.6378 -0.274
O -6.3094 15.1503 0.4533 -0.290
S -6.4237 13.5018 0.2747 0.694
C -4.6441 13.1883 -0.0268 -0.113
O -6.8417 12.7404 1.4769 -0.310
O -6.9893 13.2759 -1.0533 -0.305
H -5.6403 17.7222 0.5920 0.081
H -6.4187 17.9783 2.0519 0.077
H -7.3920 17.2809 0.8047 0.089
H -4.9272 15.7346 1.9372 0.114
H -6.4274 15.5149 2.5598 0.119
H -4.0782 13.7326 0.7292 0.054
H -4.3700 13.6102 -0.9938 0.069
H -4.5677 12.1029 0.0366 0.068
C 0.8029 -7.9791 -8.3974 -0.082
C 1.4128 -9.3441 -8.4924 -0.299
O 2.6533 -9.2979 -9.1861 -0.288
S 3.4591 -10.7467 -9.6680 0.746
C 4.5055 -9.8413 -10.9665 -0.089
O 4.2833 -11.1861 -8.5013 -0.330
O 2.5491 -11.6914 -10.2966 -0.309
H -0.2833 -7.9721 -8.3071 0.076
H 0.9100 -7.4586 -9.3492 0.081
H 0.9980 -7.3582 -7.5230 0.080
H 1.5427 -9.6350 -7.4501 0.118
H 0.7571 -10.0959 -8.9317 0.117
H 5.1416 -9.1567 -10.4055 0.059
H 3.7631 -9.1428 -11.3525 0.051
H 5.0837 -10.3370 -11.7463 0.070
C -9.8231 5.6087 -1.6367 -0.061
C -9.1872 4.2672 -1.8476 -0.287
O -8.1351 4.0866 -0.8929 -0.282
S -6.8338 3.1958 -1.2095 0.664
C -5.8629 4.4038 -2.2643 -0.099
O -6.0919 2.9910 0.0784 -0.317
O -7.2232 2.0819 -2.0252 -0.290
H -10.4557 5.6486 -0.7499 0.082
H -10.3998 5.8354 -2.5334 0.089
H -8.9481 6.2016 -1.3703 0.087
H -9.8767 3.4238 -1.8101 0.128
H -8.7111 4.3228 -2.8266 0.106
H -6.4797 4.9123 -3.0053 0.056
H -5.0549 3.8968 -2.7917 0.063
H -5.3273 5.1187 -1.6397 0.063
C -8.7028 -3.1576 4.5048 -0.069
C -7.9805 -4.2937 5.2768 -0.277
O -7.7901 -3.9787 6.6397 -0.286
S -9.0944 -4.0172 7.7140 0.701
C -9.1513 -5.8337 8.0829 -0.108
O -8.6995 -3.3471 8.9239 -0.284
O -10.3378 -3.5926 6.9995 -0.320
H -8.4532 -2.1888 4.9377 0.083
H -9.7916 -3.1925 4.4695 0.067
H -8.2514 -3.1931 3.5133 0.070
H -8.3682 -5.3116 5.2357 0.112
H -6.9752 -4.3327 4.8575 0.116
H -9.9708 -5.9778 8.7869 0.064
H -8.2063 -6.1016 8.5555 0.068
H -9.4138 -6.4868 7.2506 0.063
```


--- two ---
The following is a DFT calculation (the ωB97M-V functional and the def2-TZVPD basis) of a 11-piece molecular cluster, C33H88O33S11 overall.

## Properties
**SMILES**: CCOS(C)(=O)=O.CCOS(C)(=O)=O.CCOS(C)(=O)=O.CCOS(C)(=O)=O.CCOS(C)(=O)=O.CCOS(C)(=O)=O.CCOS(C)(=O)=O.CCOS(C)(=O)=O.CCOS(C)(=O)=O.CCOS(C)(=O)=O.CCOS(C)(=O)=O
**E_HOMO**: -10.89 eV
**Orbital gap**: 11.06 eV
**Total charge**: 0

```
165
Properties=species:S:1:pos:R:3:lowdin_charge:R:1
C 13.6531 13.9761 10.3184 -0.042
C 13.2682 15.4509 10.4440 -0.208
O 13.6325 15.8906 11.8157 -0.259
S 12.9038 17.1854 12.2595 0.540
C 11.4330 16.4913 13.0962 -0.088
O 13.6637 17.8523 13.2477 -0.265
O 12.4826 17.9156 11.0620 -0.296
H 13.1845 13.5121 9.4672 0.084
H 13.1887 13.4555 11.1740 0.071
H 14.6762 13.8857 10.2602 0.049
H 13.8751 16.1403 9.8491 0.115
H 12.2428 15.6758 10.1417 0.117
H 10.7777 16.0614 12.3548 0.068
H 10.9422 17.3148 13.6460 0.058
H 11.8066 15.7163 13.7476 0.057
C 21.3468 21.2856 16.2982 -0.043
C 20.3373 21.4718 15.1435 -0.179
O 20.8294 20.5333 14.0718 -0.274
S 20.0094 20.4150 12.7747 0.569
C 20.3070 18.6781 12.3586 -0.102
O 18.5726 20.5006 13.0933 -0.332
O 20.5205 21.2968 11.7678 -0.272
H 20.9205 21.9263 17.0418 0.056
H 22.3540 21.5182 15.8650 0.099
H 21.3883 20.3028 16.8269 0.095
H 19.2895 21.2107 15.3790 0.076
H 20.3427 22.4455 14.6882 0.118
H 19.6819 17.9398 12.9792 0.073
H 21.3508 18.4060 12.2994 0.069
H 19.9316 18.5686 11.3276 0.048
C 17.2033 25.6994 17.0817 -0.075
C 17.8201 25.5292 18.4089 -0.217
O 17.1015 24.4846 19.2352 -0.264
S 17.6255 23.0166 19.0860 0.546
C 16.1218 22.0797 19.0336 -0.099
O 18.1817 22.8340 17.7582 -0.329
O 18.4493 22.6847 20.1750 -0.242
H 17.9176 26.3364 16.5333 0.093
H 16.1576 26.1378 17.1105 0.114
H 17.2035 24.7320 16.5505 0.064
H 18.8767 25.2431 18.4260 0.120
H 17.6788 26.3139 19.1674 0.131
H 16.4989 21.1100 18.9199 0.010
H 15.5435 22.4942 18.1967 0.066
H 15.5872 22.1590 19.9688 0.067
C 8.4407 17.0680 14.8728 -0.050
C 9.4057 16.8853 16.0537 -0.215
O 10.3873 15.7786 16.0235 -0.273
S 10.0715 14.4132 16.7804 0.531
C 10.5545 14.7716 18.3952 -0.129
O 8.6748 14.1318 16.6516 -0.262
O 11.0307 13.5003 16.2919 -0.273
H 8.0842 18.1188 14.7962 0.097
H 7.5631 16.5518 15.0687 0.044
H 8.8675 16.7606 13.8859 0.077
H 10.0432 17.7807 16.1736 0.120
H 8.8697 16.8090 16.9421 0.085
H 10.0039 15.6793 18.8036 0.094
H 11.6232 14.9719 18.2856 0.069
H 10.4152 13.9456 19.0465 0.066
C 11.4811 20.8006 13.9008 -0.047
C 12.8798 21.2001 13.4010 -0.209
O 13.5002 22.3105 14.1645 -0.271
S 14.1856 22.1671 15.5307 0.518
C 15.8175 22.3615 14.9347 -0.119
O 13.8410 23.1934 16.4376 -0.257
O 13.9966 20.7868 15.9709 -0.312
H 11.1194 20.0963 13.1152 0.087
H 10.8802 21.6914 13.7333 0.083
H 11.4858 20.3302 14.8561 0.051
H 13.6487 20.3774 13.3056 0.108
H 12.8124 21.6906 12.3743 0.138
H 15.7594 23.3637 14.5049 0.080
H 15.9807 21.5778 14.1670 0.075
H 16.6482 22.2861 15.7005 0.066
C 17.1910 17.8911 10.4164 -0.057
C 16.1277 18.7841 10.8554 -0.250
O 15.8970 19.7713 9.7880 -0.241
S 15.8125 21.3561 10.1941 0.609
C 17.5422 21.9339 10.2860 -0.077
O 15.2267 21.9242 9.0189 -0.282
O 15.1753 21.4864 11.4543 -0.280
H 17.1623 17.5021 9.4068 0.088
H 17.2858 17.0976 11.1419 0.066
H 18.1574 18.4951 10.4041 0.086
H 15.1617 18.3056 10.9951 0.092
H 16.3904 19.2078 11.7780 0.094
H 18.1023 21.3064 9.6316 0.065
H 17.8488 21.7514 11.2867 0.006
H 17.3895 23.0087 10.0908 0.085
C 12.1976 18.2275 23.0637 -0.059
C 12.3480 17.6259 21.7548 -0.276
O 12.3344 18.7514 20.8519 -0.268
S 12.0489 18.4161 19.2932 0.550
C 12.4762 19.9775 18.5986 -0.107
O 12.9231 17.3879 18.8853 -0.261
O 10.6504 18.2239 19.1922 -0.277
H 12.9462 18.9636 23.3708 0.081
H 12.1498 17.4576 23.8377 0.103
H 11.2642 18.7192 23.0307 0.075
H 13.2482 17.1217 21.5812 0.085
H 11.5554 16.9241 21.4422 0.131
H 12.1970 20.0450 17.5258 0.069
H 13.5796 19.9904 18.7108 0.071
H 11.8298 20.7234 19.0740 0.089
C 16.5726 9.7292 15.7968 -0.063
C 15.6739 10.9051 15.4714 -0.237
O 15.1079 10.6616 14.1389 -0.254
S 14.1845 11.7517 13.5603 0.543
C 12.5306 11.1326 13.9320 -0.096
O 14.2488 13.0404 14.2199 -0.301
O 14.4433 11.6866 12.1394 -0.290
H 16.9617 9.8952 16.8022 0.081
H 17.3292 9.4136 15.0993 0.076
H 15.9077 8.8248 15.8814 0.098
H 14.8933 11.0053 16.2786 0.141
H 16.1535 11.9212 15.3784 0.093
H 11.8241 11.9566 13.6145 0.095
H 12.5630 10.9517 15.0060 0.066
H 12.3899 10.2679 13.2995 0.063
C 18.9125 16.7965 21.9090 -0.070
C 18.3170 18.0980 21.4524 -0.206
O 17.6774 18.6998 22.6628 -0.254
S 16.1203 18.6187 22.8773 0.544
C 15.5163 19.8637 21.7243 -0.108
O 15.6995 17.3436 22.3986 -0.273
O 15.8478 19.0248 24.2078 -0.260
H 18.1215 16.1118 22.1031 0.061
H 19.5661 16.8091 22.7861 0.086
H 19.5744 16.3963 21.1251 0.086
H 19.0515 18.6680 20.9590 0.106
H 17.5506 17.9278 20.7032 0.081
H 16.1774 20.7917 21.5120 0.103
H 14.5229 20.1043 22.1301 0.057
H 15.2511 19.2742 20.8689 0.027
C 17.6346 13.7866 17.1150 -0.035
C 18.3361 14.8925 16.3219 -0.171
O 18.8397 14.4038 14.9891 -0.251
S 18.5917 15.1246 13.5940 0.588
C 17.3261 14.1349 12.8505 -0.106
O 18.0415 16.4665 13.7220 -0.311
O 19.7804 14.9516 12.7876 -0.286
H 17.2743 14.0750 18.0764 0.077
H 18.2574 12.8925 17.2301 0.084
H 16.7616 13.4937 16.4908 0.061
H 17.6991 15.6082 16.1303 0.004
H 19.2340 15.2349 16.8556 0.136
H 16.8436 14.8366 12.1905 0.048
H 16.5881 13.7354 13.6038 0.065
H 17.7679 13.3342 12.2464 0.084
C 14.6970 15.9975 16.1693 -0.045
C 15.1116 17.3985 16.4985 -0.154
O 16.5603 17.2170 16.9731 -0.283
S 17.2946 18.3954 17.6929 0.543
C 17.5418 19.6144 16.4560 -0.108
O 16.4617 18.9661 18.7293 -0.303
O 18.5029 17.8353 18.1379 -0.248
H 14.7167 15.4019 17.0689 0.088
H 15.4389 15.6667 15.4064 0.089
H 13.7384 15.9104 15.7077 0.069
H 15.2003 18.1274 15.6461 0.120
H 14.5578 17.8360 17.3541 0.090
H 17.6989 20.6865 16.8227 0.075
H 16.6896 19.6852 15.8196 0.039
H 18.2995 19.2268 15.7623 0.081
```


It is one that is the least stable of them.


--- one ---
The following is a DFT calculation (the ωB97M-V functional and the def2-TZVPD basis) of one molecule with the formula C5H6N2O2S.

## Properties
**SMILES**: N/C=C/C=C\N=C=S(=O)=O
**E_HOMO (spin up / spin down)**: -7.92 / -7.92 eV
**Orbital gap (spin up / spin down)**: 7.85 / 7.85 eV
**Total charge**: 0

```
16
Properties=species:S:1:pos:R:3:nbo_charge:R:1
N -0.2310 -2.2052 -0.0727 -0.761
C -0.4756 -0.9067 -0.3033 0.153
C -1.3512 -0.1082 0.3234 -0.433
C -1.5059 1.2413 0.2051 -0.088
C -0.5883 2.1220 -0.2047 -0.191
N 0.6225 1.7044 -0.5005 -0.340
C 1.6906 1.3138 -0.4649 0.222
S 2.7248 -0.3231 0.1537 1.663
O 1.9014 -0.3850 1.3650 -0.922
O 2.1904 -1.1924 -0.8717 -0.973
H -0.6296 -2.6651 0.6877 0.389
H 0.6893 -2.3375 -0.4092 0.422
H 0.2356 -0.5036 -1.0321 0.209
H -1.9285 -0.5204 1.1190 0.203
H -2.5101 1.6014 0.5910 0.220
H -0.8344 3.1644 -0.5859 0.228
```


--- two ---
The following is a DFT calculation (the ωB97M-V functional and the def2-TZVPD basis) of a 2-piece molecular cluster, C5H6N2O2S overall.

## Properties
**E_HOMO (spin up / spin down)**: -9.30 / -9.30 eV
**Orbital gap (spin up / spin down)**: 7.44 / 7.43 eV
**Total charge**: 0

```
16
Properties=species:S:1:pos:R:3:nbo_charge:R:1
C 2.8696 2.2558 1.2861 0.234
C 3.4929 0.9619 3.1009 0.240
C -0.1640 -1.6128 -0.8693 -0.639
C -0.0185 -0.2052 -0.2368 -0.096
C 2.4125 1.4745 2.3208 -0.535
N 3.0728 2.9519 0.3750 -0.274
N 4.2387 0.4987 3.8165 -0.308
O 2.6097 -0.6102 -0.0421 -0.844
O 0.4470 -0.2538 1.0563 -0.683
S 1.9636 -0.7066 1.2209 1.572
H 0.8089 -1.9202 -0.8049 0.207
H -0.7308 -2.2006 -0.2251 0.210
H -0.6606 -1.7796 -1.8303 0.236
H -0.9552 0.3461 -0.3274 0.207
H 0.7064 0.4193 -0.7962 0.203
H 1.5417 1.5939 2.8546 0.270
```


--- three ---
The following is a DFT calculation (the ωB97M-V functional and the def2-TZVPD basis) of a 2-piece molecular cluster, C5H6N2O2S overall.

## Properties
**E_HOMO (spin up / spin down)**: -9.50 / -9.32 eV
**Orbital gap (spin up / spin down)**: 4.67 / 4.36 eV
**Total charge**: 0

```
16
Properties=species:S:1:pos:R:3:nbo_charge:R:1
C -3.6366 -0.8907 0.0941 -0.073
C -0.3806 0.9564 0.2675 0.560
C -0.2070 -0.5571 0.1931 -0.476
C 1.2529 -0.7485 -0.2046 -0.459
C 1.8273 0.6532 0.0854 0.204
N -3.5787 -1.8204 -0.5719 -0.222
N 0.7866 1.4826 0.3588 -0.450
O -1.4439 1.4976 0.3569 -0.391
O 2.6056 1.0253 -0.9761 -0.708
S -3.7569 0.4003 1.0392 0.394
H -0.4269 -0.8721 1.2097 0.234
H -1.0844 -0.9533 -0.3877 0.237
H 1.6748 -1.6321 0.3505 0.227
H 1.6310 -0.8885 -1.2849 0.250
H 2.5344 0.6579 0.9333 0.195
H 2.2025 1.6893 -1.4636 0.479
```


It is three that is the least stable of them.